Record 1
{"formula": "C5H5N3O", "method": "ωB97M-V/def2-TZVPD", "e_above_lowest_kcal_mol": 49.1, "lumo_energy_ha": 0.02534, "homo_ha": -0.31423, "energy_ha": -432.9655, "gap_ha": 0.340, "mol_weight_da": 123.11, "smiles": "O=c1cnn2n1CC=C2", "species": ["C", "C", "C", "C", "C", "H", "H", "H", "H", "H", "N", "N", "N", "O"], "positions_angstrom": [[0.662040, -0.600101, 1.448390], [-0.531543, -1.482227, 1.554008], [-1.090704, 0.217085, -1.246149], [0.014375, 0.847942, -1.651182], [0.942495, 1.026764, -0.454765], [-0.711883, -2.286658, 2.240770], [-1.978446, -0.020852, -1.824249], [0.158872, 1.169586, -2.677061], [1.903894, 0.487674, -0.517855], [1.156444, 2.096085, -0.273181], [-1.430259, -1.149933, 0.728956], [-1.059704, 0.006705, 0.117147], [0.201857, 0.371899, 0.590390], [1.762562, -0.683969, 1.964782]], "forces_ev_per_a": [[0.1, -0.4, 0.7], [0.9, 0.2, 0.9], [0.2, 0.6, -1.2], [-0.3, -0.5, 0.1], [0.9, 0.3, -0.8], [0.3, -0.3, 0.1], [0.2, -0.1, 0.3], [0.2, 0.1, 0.4], [-0.1, 0.4, -0.3], [-0.2, -0.5, 0.2], [-1.5, 0.5, -1.4], [-0.3, -0.7, 1.5], [0.0, 0.2, 0.0], [-0.5, 0.2, -0.4]], "lowdin_charge": [-0.43, -0.03, -0.07, -0.03, -0.11, 0.11, 0.13, 0.10, 0.13, 0.13, 0.11, -0.11, 0.01, 0.06]}

---

Record 2
{"formula": "C36H44N5P2S2V", "method": "ωB97M-V/def2-TZVPD", "e_above_lowest_kcal_mol": 15.1, "lumo_energy_ha": [-0.09743, -0.09743], "spin_multiplicity": 2, "homo_ha": [-0.35279, -0.35272], "energy_ha": -4095.0191, "s2": 0.755, "gap_ha": [0.255, 0.255], "mol_weight_da": 723.81, "charge": 1, "species": ["V", "N", "C", "C", "N", "C", "C", "N", "C", "C", "N", "H", "H", "H", "H", "H", "H", "H", "H", "H", "H", "H", "H", "H", "H", "H", "H", "H", "H", "N", "C", "C", "C", "C", "C", "C", "P", "C", "C", "C", "C", "C", "C", "C", "C", "C", "C", "C", "C", "H", "H", "H", "H", "H", "H", "H", "H", "H", "H", "H", "H", "H", "H", "H", "H", "S", "P", "S", "C", "C", "C", "C", "C", "C", "C", "C", "C", "C", "C", "C", "H", "H", "H", "H", "H", "H", "H", "H", "H", "H"], "positions_angstrom": [[-1.573526, -1.120048, -0.291726], [-3.741023, -1.649626, -0.416402], [-4.322569, -1.716332, 0.949080], [-3.248831, -2.134311, 1.933287], [-2.044952, -1.290206, 1.824277], [-0.882410, -1.932012, 2.479977], [0.429086, -1.310322, 2.013392], [0.442301, -1.100209, 0.539782], [-2.269904, 0.071678, 2.390355], [-2.735079, 1.092946, 1.368216], [-1.917911, 0.949646, 0.136544], [-4.308959, -1.054192, -1.011423], [-3.794553, -2.568960, -0.847551], [-5.163433, -2.411306, 0.997381], [-4.711286, -0.733300, 1.198130], [-2.948838, -3.165279, 1.721143], [-3.649826, -2.123114, 2.953369], [-0.917906, -2.997144, 2.233933], [-0.952344, -1.849076, 3.570934], [1.256788, -1.951890, 2.318675], [0.600830, -0.343127, 2.487336], [1.180549, -1.642975, 0.100428], [0.734087, -0.120405, 0.377662], [-1.331440, 0.440822, 2.804273], [-2.973574, 0.010149, 3.227023], [-2.589376, 2.081274, 1.808247], [-3.784229, 0.988218, 1.097432], [-1.005414, 1.415187, 0.327075], [-2.335712, 1.496838, -0.611459], [-1.147323, -3.303104, -0.694938], [-0.813454, -3.695912, -2.065944], [-0.726872, -5.044522, -2.385816], [-0.404303, -5.423285, -3.678504], [-0.164119, -4.455666, -4.646268], [-0.259560, -3.114689, -4.319226], [-0.586075, -2.715446, -3.023418], [-0.798160, -0.967697, -2.558095], [0.871149, -0.251664, -2.637392], [1.003053, 1.125319, -2.457609], [2.256983, 1.707359, -2.372931], [3.395163, 0.917303, -2.462249], [3.274457, -0.453072, -2.636787], [2.017730, -1.038311, -2.723210], [-1.664252, -0.271363, -3.998482], [-1.016921, 0.364154, -5.053950], [-1.745908, 0.837951, -6.135458], [-3.122631, 0.676640, -6.175776], [-3.777896, 0.040987, -5.129142], [-3.048845, -0.422915, -4.046431], [-1.786305, -4.001441, -0.320188], [-0.307708, -3.400984, -0.126443], [-0.906444, -5.795660, -1.625493], [-0.338980, -6.472933, -3.930702], [0.088444, -4.749051, -5.655939], [-0.091522, -2.362979, -5.081306], [0.125215, 1.757593, -2.373594], [2.340499, 2.772735, -2.209335], [4.373861, 1.371840, -2.387775], [4.158873, -1.072332, -2.710044], [1.941335, -2.109343, -2.869257], [0.056883, 0.501519, -5.030227], [-1.235222, 1.335587, -6.949066], [-3.686897, 1.048641, -7.020355], [-4.851716, -0.087780, -5.155615], [-3.561350, -0.925156, -3.231950], [-0.601266, 2.812422, 3.720896], [1.114039, 2.635921, 2.759230], [1.098198, 2.082878, 0.799893], [2.079041, 4.177255, 2.858884], [3.292704, 4.287709, 2.183233], [4.045661, 5.443797, 2.283300], [3.589359, 6.506453, 3.053546], [2.379028, 6.406663, 3.719619], [1.625001, 5.243941, 3.625388], [2.187093, 1.415118, 3.610222], [1.956512, 1.109112, 4.948624], [2.771513, 0.203841, 5.614730], [3.828387, -0.401077, 4.950481], [4.068502, -0.096577, 3.616768], [3.253133, 0.804628, 2.951172], [3.645941, 3.469678, 1.566927], [4.989003, 5.520486, 1.758383], [4.177294, 7.411809, 3.130039], [2.015550, 7.232553, 4.316718], [0.679888, 5.155109, 4.144208], [1.125418, 1.580200, 5.458225], [2.584014, -0.023520, 6.656188], [4.467908, -1.102181, 5.471040], [4.897721, -0.558984, 3.095986], [3.428629, 1.027522, 1.905831]], "forces_ev_per_a": [[-0.1, 0.3, -0.2], [0.1, -0.3, 0.1], [-0.1, 0.1, 0.0], [0.1, -0.1, 0.1], [-0.1, 0.0, 0.0], [0.0, 0.1, 0.1], [0.1, 0.1, 0.0], [-0.1, -0.2, 0.0], [0.0, -0.1, 0.0], [0.1, 0.1, -0.1], [0.0, 0.0, 0.2], [0.1, 0.1, 0.0], [-0.1, 0.0, -0.1], [0.0, 0.0, 0.0], [0.0, 0.0, 0.0], [0.0, 0.0, 0.0], [0.0, 0.0, 0.0], [0.0, 0.0, 0.0], [0.0, -0.1, 0.0], [0.0, 0.0, 0.1], [-0.1, 0.0, 0.0], [0.0, 0.0, 0.0], [0.1, 0.1, 0.2], [0.0, 0.0, 0.0], [0.0, 0.0, 0.0], [-0.1, 0.0, 0.0], [0.0, 0.0, 0.0], [0.0, 0.0, 0.0], [0.0, 0.0, 0.0], [0.1, 0.0, -0.1], [0.0, 0.0, 0.1], [0.0, 0.0, -0.1], [0.0, 0.0, 0.0], [0.0, 0.0, 0.0], [0.0, 0.0, 0.0], [-0.1, -0.1, -0.1], [0.1, 0.0, 0.0], [0.0, 0.0, 0.0], [0.0, 0.0, 0.0], [0.0, 0.0, 0.0], [0.0, 0.0, 0.0], [0.0, 0.0, 0.0], [0.0, 0.0, 0.0], [0.0, 0.0, 0.0], [0.0, 0.0, 0.0], [0.0, 0.0, 0.0], [0.0, 0.0, 0.0], [0.0, 0.0, 0.0], [0.0, 0.0, 0.0], [0.0, 0.0, 0.0], [0.0, 0.0, 0.0], [0.0, 0.0, 0.0], [0.0, 0.0, 0.0], [0.0, 0.0, 0.0], [0.0, 0.0, 0.0], [0.0, 0.0, 0.0], [0.0, 0.0, 0.0], [0.0, 0.0, 0.0], [0.0, 0.0, 0.0], [0.0, 0.0, 0.0], [0.0, 0.0, 0.0], [0.0, 0.0, 0.0], [0.0, 0.0, 0.0], [0.0, 0.0, 0.0], [0.0, 0.0, 0.0], [0.0, 0.0, -0.1], [0.1, -0.1, -0.1], [-0.1, 0.1, 0.0], [0.0, 0.1, 0.0], [0.0, -0.1, 0.0], [0.0, 0.0, 0.0], [0.0, 0.0, 0.0], [0.0, 0.0, 0.0], [0.0, -0.1, 0.0], [0.0, 0.0, 0.1], [0.0, 0.0, 0.0], [0.0, 0.0, 0.0], [0.0, 0.0, 0.0], [0.0, 0.0, 0.0], [0.0, 0.0, -0.1], [0.0, 0.0, 0.0], [0.0, 0.0, 0.0], [0.0, 0.0, 0.0], [0.0, 0.0, 0.0], [0.0, 0.0, 0.0], [0.0, 0.0, 0.0], [0.0, 0.0, 0.0], [0.0, 0.0, 0.0], [0.0, 0.0, 0.0], [0.0, 0.0, 0.0]], "lowdin_charge": [0.58, -0.02, -0.19, -0.18, -0.24, -0.16, -0.19, -0.05, -0.17, -0.21, -0.05, 0.10, 0.09, 0.13, 0.10, 0.11, 0.14, 0.11, 0.14, 0.13, 0.08, 0.09, -0.03, 0.04, 0.14, 0.08, 0.10, -0.04, 0.11, 0.01, -0.29, -0.03, -0.05, -0.05, -0.06, -0.30, 1.03, -0.38, -0.14, -0.10, -0.06, -0.07, -0.09, -0.36, -0.08, -0.06, -0.07, -0.07, -0.10, 0.10, 0.10, 0.12, 0.11, 0.11, 0.12, 0.11, 0.11, 0.11, 0.11, 0.10, 0.11, 0.11, 0.11, 0.11, 0.08, 0.26, 0.10, 0.32, -0.38, -0.11, -0.08, -0.08, -0.08, -0.11, -0.40, -0.11, -0.08, -0.09, -0.09, -0.13, 0.08, 0.10, 0.10, 0.10, 0.06, 0.07, 0.10, 0.10, 0.10, 0.07]}

---

Record 3
{"formula": "C20H18BrFeN3O7S", "method": "ωB97M-V/def2-TZVPD", "lumo_energy_ha": [-0.17586, -0.15271], "spin_multiplicity": 2, "homo_ha": [-0.43799, -0.43843], "energy_ha": -5699.6517, "s2": 1.027, "gap_ha": [0.262, 0.286], "mol_weight_da": 580.19, "charge": 1, "species": ["Fe", "C", "C", "N", "C", "C", "N", "C", "O", "O", "C", "O", "O", "H", "H", "H", "H", "H", "Br", "C", "C", "C", "C", "C", "N", "C", "O", "O", "H", "H", "H", "C", "C", "C", "C", "C", "C", "C", "S", "C", "O", "H", "H", "H", "H", "H", "H", "H", "H", "H", "H"], "positions_angstrom": [[0.535744, -0.372637, 0.061376], [3.547831, 0.648758, 2.320197], [3.551681, -0.315370, 1.188791], [2.514967, -0.659892, 0.443622], [2.975622, -1.522253, -0.523936], [4.306964, -1.715196, -0.364165], [4.646064, -0.944135, 0.720804], [5.368385, -2.525689, -1.027666], [5.010902, -3.248381, -2.072731], [6.482108, -2.478170, -0.579150], [2.052645, -1.870687, -1.601261], [2.306970, -2.706288, -2.441450], [0.953491, -1.163476, -1.557913], [2.525852, 0.927496, 2.566749], [4.099696, 1.549249, 2.046410], [4.020109, 0.222314, 3.204136], [5.595960, -0.887363, 1.067759], [4.043827, -3.161628, -2.272593], [3.505852, 1.060074, -2.002170], [2.383687, 2.095825, -0.909005], [2.756964, 3.422593, -0.740453], [1.905808, 4.282366, -0.073989], [0.679161, 3.802181, 0.349288], [0.404508, 2.471399, 0.149845], [1.251864, 1.582861, -0.411716], [-0.916350, 1.898630, 0.501856], [-1.844074, 2.570017, 0.830484], [-0.941977, 0.579543, 0.357335], [3.696200, 3.762369, -1.150217], [2.180286, 5.318246, 0.075320], [-0.075035, 4.428540, 0.803819], [-6.314296, 1.479827, 0.442298], [-5.201578, 0.505831, 0.187137], [-4.414382, 0.013206, 1.231105], [-3.354089, -0.832360, 0.980835], [-3.085010, -1.208766, -0.333932], [-3.850569, -0.742702, -1.389506], [-4.910745, 0.107518, -1.122098], [-1.710933, -2.265222, -0.688888], [-2.359315, -3.781683, -0.031882], [-0.606267, -1.922011, 0.345498], [-6.517103, 1.594245, 1.504964], [-7.228873, 1.174032, -0.065111], [-6.039687, 2.457592, 0.042018], [-4.637874, 0.314142, 2.246869], [-2.719393, -1.188463, 1.781860], [-3.613392, -1.032074, -2.406770], [-5.519577, 0.487198, -1.932690], [-2.617941, -3.630454, 1.014160], [-1.588451, -4.544186, -0.142858], [-3.236218, -4.036944, -0.622376]], "forces_ev_per_a": [[0.3, 0.3, -1.2], [0.0, -0.1, 0.0], [0.0, 0.1, 0.1], [-0.5, -0.7, 0.2], [0.2, -0.1, 0.4], [0.1, -0.2, 0.4], [-0.1, 0.0, -0.1], [-0.1, 0.0, -0.1], [-0.2, 0.1, 0.1], [0.1, 0.0, 0.0], [-0.3, -0.1, -0.2], [0.2, 0.0, -0.2], [0.0, 0.1, -0.2], [0.0, 0.0, 0.0], [0.0, 0.0, 0.0], [0.0, 0.0, 0.0], [0.0, 0.0, 0.0], [0.1, 0.0, 0.0], [0.0, 0.3, -0.2], [-0.1, -0.2, -0.1], [-0.1, 0.0, 0.1], [0.1, 0.1, 0.0], [0.0, 0.1, -0.1], [0.4, 0.0, 0.0], [0.1, 0.4, 0.1], [-0.1, -0.2, -0.3], [-0.4, 0.1, 0.2], [-0.3, 0.2, 0.6], [0.0, 0.0, 0.0], [0.0, 0.0, 0.0], [0.0, 0.0, 0.0], [0.0, 0.0, -0.1], [0.1, -0.1, -0.3], [-0.1, 0.1, -0.1], [-0.1, -0.3, -0.2], [0.0, 0.1, 0.4], [0.1, 0.0, -0.1], [-0.1, 0.1, 0.3], [-0.2, 0.3, -0.3], [0.4, -0.2, 0.2], [0.5, 0.1, 0.7], [0.0, 0.0, 0.0], [0.0, 0.0, 0.0], [0.0, 0.0, 0.0], [0.0, 0.0, 0.0], [0.0, 0.0, 0.0], [0.0, 0.0, 0.0], [0.0, 0.0, 0.0], [0.0, 0.0, 0.0], [-0.1, 0.0, 0.0], [0.0, 0.0, 0.0]], "lowdin_charge": [0.86, 0.03, -0.32, 0.07, -0.21, -0.09, 0.21, -0.47, 0.17, 0.14, -0.56, 0.12, -0.10, 0.09, 0.10, 0.10, 0.19, 0.09, 1.02, -0.65, -0.08, 0.00, 0.04, -0.16, 0.07, -0.50, 0.17, -0.11, 0.11, 0.13, 0.14, -0.04, -0.24, -0.02, -0.07, -0.42, -0.07, -0.02, 1.07, -0.20, -0.53, 0.08, 0.09, 0.09, 0.12, 0.12, 0.12, 0.12, 0.07, 0.07, 0.08]}

---

Record 4
{"formula": "C12H10O4S2", "method": "ωB97M-V/def2-TZVPD", "lumo_energy_ha": -0.01445, "homo_ha": -0.29485, "energy_ha": -1560.5028, "gap_ha": 0.280, "mol_weight_da": 282.34, "smiles": "O=C(O)C(C(=O)/C=C/c1ccco1)=C1SCCS1", "species": ["O", "O", "O", "O", "S", "S", "C", "C", "C", "C", "C", "C", "C", "C", "C", "C", "C", "C", "H", "H", "H", "H", "H", "H", "H", "H", "H", "H"], "positions_angstrom": [[3.869729, -0.161227, 0.346018], [0.412545, -2.694236, 0.797048], [2.571557, -0.609024, 2.183879], [-2.651818, 0.910216, 2.952668], [-0.030577, -1.391844, -2.057524], [2.781393, -0.476027, -2.543541], [2.843647, -0.464825, 0.872297], [0.479324, -1.460432, 0.843063], [-3.608339, 1.803481, 3.015887], [1.487141, -0.847492, -1.335604], [-3.437091, 2.796373, 2.038711], [-2.284873, 2.569707, 1.338436], [1.654524, -0.921083, 0.081244], [-1.907546, 1.316080, 1.868086], [-0.582713, -0.725671, 1.537198], [-0.793552, 0.671695, 1.406160], [0.534024, -1.119795, -3.799740], [2.001000, -1.378968, -3.900714], [3.526304, -0.816849, 2.468001], [-4.561109, 1.853247, 3.701497], [-4.122767, 3.591326, 1.807635], [-1.680113, 3.060092, 0.516183], [-1.246215, -1.400307, 1.982973], [-0.068586, 1.186555, 0.863896], [-0.192449, -1.678223, -4.438162], [0.303269, -0.103572, -4.024863], [2.500251, -1.058025, -4.812718], [2.203042, -2.451172, -3.708015]], "forces_ev_per_a": [[1.3, 0.5, 0.6], [-0.4, 0.9, 0.4], [3.4, -0.5, 0.5], [0.7, -0.5, -1.4], [1.0, 0.1, -0.6], [-0.6, 0.1, 1.2], [-2.9, -1.3, -2.5], [0.1, -1.8, -0.2], [-3.7, 3.6, -0.2], [1.3, -0.6, 2.5], [-2.1, 0.6, 1.4], [1.9, -2.8, -0.1], [-0.8, 2.0, -2.8], [0.2, 3.0, 0.0], [1.0, 3.8, -1.3], [1.5, -6.9, 0.8], [-1.8, -0.1, 0.0], [0.2, -1.2, 0.7], [-1.9, 0.7, 0.5], [2.6, -1.0, -1.0], [-0.3, 0.1, 0.5], [-1.3, -0.5, 1.2], [-1.1, -0.5, 0.9], [0.9, 1.0, -1.0], [1.0, -0.2, 0.4], [0.1, 1.0, -0.1], [-0.3, 0.0, -0.1], [0.0, 0.5, -0.4]], "lowdin_charge": [0.10, 0.06, 0.10, 0.09, 0.95, 0.93, -0.53, -0.45, -0.13, -0.69, -0.10, 0.00, -0.16, -0.30, 0.04, 0.02, -0.52, -0.53, 0.17, 0.17, 0.10, 0.15, 0.10, 0.11, 0.09, 0.05, 0.08, 0.09]}

---

Q: What is the formula in the second record?
A: C36H44N5P2S2V